The following is a quantum chemistry calculation of a molecular structure, C29H34FMoO5, from the OMol25 dataset.

Last column: Löwdin spin population.
Geometry (Å):
H 3.536 -1.309 -5.717  0.00
C 1.522 -0.826 -4.171  0.00
C -0.508 -1.704 -2.821  0.00
C 2.428 0.348 1.865  0.03
H 1.132 -0.551 -1.110  0.00
H -1.149 1.973 1.890  0.00
H 2.525 -2.508 3.656  0.00
C -1.010 -0.844 -1.683  0.00
H 0.148 -3.322 -4.490  0.00
C -1.515 3.509 3.445  0.00
O 1.856 -0.188 -5.297  0.00
C 0.073 -0.646 -3.851  0.00
H -2.218 0.526 -2.828  0.00
C -0.339 2.675 -1.005  0.00
C -1.084 2.257 2.952  0.01
H 0.213 -1.665 -0.058  0.00
H -0.354 1.466 -4.074  0.00
C -0.842 2.871 5.725  0.00
O -1.414 0.100 -5.574  0.00
H -3.397 1.022 -0.850  0.00
C 0.133 -0.713 -0.643  0.00
H -0.749 3.105 6.765  0.00
O -0.378 -1.876 -5.957  0.00
C -1.499 -1.518 4.405  0.03
H -1.919 -1.230 -1.183  0.00
H 2.307 -0.251 5.193  0.01
H 0.529 2.245 -0.492  0.00
C 2.362 -1.488 3.277  0.00
C 2.306 0.842 3.180  0.13
C -1.380 3.768 4.791  0.00
C -0.450 -2.482 4.353  0.01
H -0.017 0.871 5.897  0.01
H 2.373 1.892 3.492  0.01
H 3.834 0.212 -4.855  0.00
O 2.326 -1.470 -3.550  0.00
C 3.225 -0.269 -5.622  0.00
H -0.301 -3.868 -6.133  0.00
H -2.740 2.201 0.337  0.00
C -0.272 -2.888 2.965  0.04
Mo 0.287 -0.699 3.348  1.33
C -1.286 0.588 -2.256  0.00
C -0.128 0.762 -3.262  0.00
C -2.740 1.907 -0.732  0.00
O -0.458 0.487 -0.042  0.00
H 2.562 -1.729 1.022  0.02
H 0.401 -3.664 2.600  0.01
C -1.948 -1.298 3.029  0.03
C 2.412 -1.060 1.896  0.18
C 0.249 -3.135 -5.552  0.00
C -0.431 1.631 5.222  0.02
H -1.909 -1.033 5.271  0.01
C -1.207 -2.162 2.175  0.01
H 1.292 -3.087 -5.865  0.00
H -3.248 2.745 -1.286  0.00
H -2.757 -0.646 2.718  0.00
H -1.374 -2.243 -3.276  0.00
H -1.416 -2.317 1.124  0.00
H 0.128 -2.845 5.189  0.00
H 0.294 -2.416 -2.527  0.00
H 2.565 0.966 0.953  0.00
H 0.014 3.132 -1.938  0.00
H 0.792 1.070 -2.747  0.00
F -1.785 4.986 5.263  0.00
C 2.298 -0.288 4.095  0.05
C -0.647 -0.804 -5.197  0.00
H 3.332 0.249 -6.572  0.00
C -0.542 1.337 3.865  0.03
H -1.948 4.244 2.758  0.00
H -0.723 3.477 -0.363  0.00
C -1.369 1.579 -1.136  0.00

Calculated values
HOMO energy (spin up / spin down): -0.821 / -2.096 eV
⟨S²⟩: 2.021
2S+1: 3
LUMO level (spin up / spin down): 2.18 / 2.17 eV
Kohn-Sham gap (spin up / spin down): 3.00 / 4.27 eV
charge: -1

***

The following is a quantum chemistry calculation of a molecular structure, C29H34N4O6SSc, from the OMol25 dataset.

Last column: Mulliken charge in e.
Geometry (Å):
C -9.243 1.515 -0.504  -0.96
H 1.635 5.925 0.760  0.29
H 0.338 0.658 4.444  0.34
H -5.297 0.097 2.310  0.47
C -0.073 -2.432 0.153  0.57
C -10.216 0.380 -0.373  0.68
O -0.038 2.059 -0.216  -0.09
H -7.727 -0.326 2.297  0.46
H 2.321 2.728 1.590  0.31
O -0.932 -2.955 -0.824  -0.05
H -2.422 2.496 0.011  0.03
C 1.043 -1.614 -5.804  -0.71
H -1.214 5.098 -2.202  0.36
C 4.182 -1.260 0.444  -1.51
H -8.956 1.848 0.492  0.27
H -0.008 5.445 1.254  0.42
H 3.270 -0.782 2.928  0.24
C -5.018 -0.414 0.241  0.57
O 0.228 -0.141 -1.988  -0.63
C 1.074 -0.101 4.182  -1.67
C -2.341 3.358 -0.654  -0.80
H 2.557 -1.865 -7.304  0.36
C 0.769 -1.219 -4.508  -0.42
C 2.535 -0.472 2.199  -1.24
C -5.785 -0.227 1.401  -0.49
C -7.144 -0.461 1.396  -0.27
C -0.776 -4.332 -1.142  -0.78
S -9.540 -1.165 0.195  -0.15
C -0.958 5.282 -1.152  -1.20
H 3.177 3.764 0.413  0.41
H 0.064 5.646 -1.111  0.40
H 4.837 -1.396 1.299  0.46
C -3.625 -0.194 0.211  -0.08
H 0.670 -1.072 4.468  0.31
H 4.665 -0.638 -0.308  0.29
C -7.770 -0.877 0.229  -0.40
H -2.387 2.992 -1.685  0.34
C 2.866 -0.631 0.828  1.11
C 1.790 -0.776 -3.669  0.32
C -0.006 3.274 -0.094  0.43
N 2.038 -0.244 -0.104  1.33
O 0.295 0.258 1.958  -0.49
O 0.714 -3.234 0.660  -0.65
H 0.282 -4.556 -1.315  0.27
H 1.998 0.076 4.727  0.42
N 2.442 -0.469 -1.415  -0.91
C 2.300 3.135 0.574  -0.87
C -7.025 -1.102 -0.923  -0.35
O -11.396 0.459 -0.589  -0.56
C 3.091 -0.724 -4.163  -0.24
Sc -0.183 -0.190 0.011  -0.83
H 2.311 2.296 -0.121  0.07
H 0.242 -1.965 -6.442  0.37
H -0.232 -1.262 -4.108  0.45
N -1.104 4.066 -0.380  0.08
C 1.024 5.116 1.173  -1.19
C 1.294 -0.092 2.671  1.17
H -9.718 2.335 -1.039  0.32
H 4.375 -1.059 -5.844  0.37
C -5.670 -0.865 -0.919  -0.37
C 1.450 -0.419 -2.267  0.59
H 3.884 -0.392 -3.510  0.44
H 1.393 4.885 2.177  0.37
H -5.082 -1.034 -1.809  0.50
H -1.365 -4.530 -2.038  0.21
C 2.341 -1.561 -6.288  -0.31
H -7.516 -1.461 -1.817  0.41
C -2.414 -0.042 0.122  -0.58
H 3.983 -2.226 -0.016  0.28
H -3.169 4.045 -0.475  0.35
H -1.134 -4.948 -0.310  0.28
H -8.342 1.197 -1.022  0.32
N 1.114 3.936 0.342  0.16
C 3.362 -1.110 -5.464  -0.70
H -1.634 6.048 -0.762  0.30

Calculated values
HOMO energy: -4.308 eV
relative energy (zero: lowest compared OMol25 entry of this formula, charge and spin): 42.65 kJ/mol
LUMO level: 2.32 eV
Kohn-Sham gap: 6.63 eV
charge: -1

***

The following is a quantum chemistry calculation of a molecular structure, C29H34NOPReS4Sb, from the OMol25 dataset.

Last column: Mulliken charge in e.
Geometry (Å):
C 14.792 7.275 12.677  -0.64
H 14.519 7.473 9.477  0.05
H 8.584 8.640 15.801  0.31
Re 11.899 9.599 12.993  1.58
C 13.767 11.717 11.946  0.97
H 9.415 11.829 16.737  0.26
S 8.955 5.988 13.289  -0.30
C 12.638 10.465 6.722  -0.87
C 14.925 8.236 8.789  -0.81
C 14.211 12.775 11.147  -0.78
C 13.495 10.407 14.062  -1.11
H 13.969 7.699 13.313  -0.09
H 9.485 12.073 9.409  0.28
C 9.745 13.259 11.190  1.86
H 11.645 14.367 11.334  0.14
H 15.186 7.717 7.845  0.51
H 7.919 12.162 10.309  0.34
C 17.061 8.126 12.405  -0.94
C 13.307 10.109 9.404  0.62
C 8.803 12.756 9.988  -1.32
C 15.700 8.397 12.219  1.55
O 10.500 9.919 14.490  -0.90
H 7.854 9.653 14.605  0.28
C 8.403 9.634 15.525  -1.18
H 12.417 10.484 5.674  0.42
C 10.853 14.100 10.583  -1.36
C 9.702 10.340 15.340  0.73
H 15.968 11.116 10.347  0.60
H 14.886 14.863 11.219  0.42
C 13.761 13.036 13.845  -1.02
H 11.473 13.522 9.815  0.21
H 19.144 8.670 11.982  0.40
H 11.877 11.683 9.749  -0.46
C 8.986 13.954 12.361  -1.82
H 14.508 15.099 13.622  0.46
H 13.641 13.158 14.945  0.43
H 14.416 9.803 14.031  0.44
H 8.171 13.389 12.783  0.33
C 10.841 10.917 11.956  -1.25
H 14.374 12.752 10.083  0.52
C 16.331 10.350 10.976  -1.19
C 14.261 14.154 13.133  -0.86
H 10.353 14.925 10.218  0.67
C 14.488 13.995 11.772  -1.01
H 9.603 14.310 13.162  0.38
H 17.338 7.222 12.931  0.41
C 15.308 9.489 11.518  0.43
S 9.453 7.627 12.096  0.06
N 10.012 11.441 15.997  -0.31
Sb 8.409 4.140 11.458  0.77
C 13.950 9.309 8.421  0.52
S 11.462 7.563 12.381  -0.05
C 13.596 9.525 7.101  -0.85
H 13.032 10.507 15.156  0.41
C 12.009 11.238 7.638  -0.87
H 7.738 10.056 16.284  0.46
C 12.310 11.042 9.001  0.08
H 10.851 11.951 15.840  0.14
H 14.294 6.861 11.811  0.19
C 13.632 11.756 13.302  0.40
H 8.629 13.554 9.333  0.44
H 18.389 10.660 10.646  0.48
S 9.313 4.843 9.573  -0.35
H 14.145 8.962 6.388  0.49
C 17.655 10.010 11.086  -0.71
H 8.591 14.868 12.042  0.52
P 13.574 10.002 11.267  2.05
C 10.388 12.046 11.690  0.17
H 15.296 6.617 13.376  0.50
C 18.059 8.896 11.874  -0.82
H 11.408 12.156 7.411  0.40
H 15.810 8.678 9.213  0.21

Calculated values
HOMO energy (spin up / spin down): -13.687 / -13.688 eV
relative energy (zero: lowest compared OMol25 entry of this formula, charge and spin): 127.96 kJ/mol
LUMO level (spin up / spin down): -7.84 / -7.84 eV
Kohn-Sham gap (spin up / spin down): 5.85 / 5.85 eV
charge: +2

***

The following is a quantum chemistry calculation of a molecular structure, C29H35BF3N9SSb2Se4V, from the OMol25 dataset.

Last column: Löwdin spin population.
Geometry (Å):
H -2.530 -1.992 -1.497  0.00
H -3.024 -2.436 0.017  0.00
C -1.756 0.900 4.439  0.00
C -3.316 -1.154 3.399  0.00
C 1.870 -6.205 -1.480  0.00
Se -2.143 -3.041 -4.209  -0.01
C -3.841 -0.238 4.286  0.00
H -5.035 -1.681 -1.127  0.00
C 2.147 -3.868 -0.932  0.00
C 1.921 4.055 4.489  0.00
B 4.317 0.808 1.824  -0.01
N 0.864 -5.292 0.436  0.00
C 1.948 3.796 5.842  0.00
Sb 0.855 0.133 2.796  -0.01
N 1.549 4.864 0.120  0.00
H 0.546 1.445 -2.507  0.00
H -1.582 -1.712 2.294  0.00
H 2.132 5.052 4.127  0.00
C -2.916 0.991 -1.848  0.00
V 1.292 -0.594 0.261  1.05
H -0.136 -2.432 4.438  0.00
N 1.221 1.539 -0.459  0.01
Se 1.824 -2.914 -5.054  -0.01
H 2.975 -4.754 -2.660  0.00
H 2.470 5.159 -0.192  0.00
H 4.526 1.699 1.023  0.00
C 1.638 3.009 3.620  0.00
H -3.770 2.127 -0.212  0.00
C -4.221 -0.997 -0.837  0.00
C 1.697 -1.359 4.093  0.00
H -2.484 1.148 1.394  0.00
C 0.925 -2.370 4.656  0.00
C -1.175 -0.012 3.560  -0.01
C -4.115 0.058 -1.931  0.00
N -2.944 -1.658 -0.624  0.00
C 2.399 -4.927 -1.762  0.00
H 5.320 0.163 2.069  -0.01
C -3.094 0.795 4.808  0.00
C 3.282 -0.193 1.045  -0.03
C 3.640 -2.254 5.225  0.00
H 1.752 2.392 7.436  0.00
C 3.059 -1.311 4.384  0.00
C 1.116 -6.360 -0.364  0.00
C 1.709 2.545 6.365  0.00
H 2.528 -2.882 -1.150  0.00
H 1.643 3.190 2.556  0.00
H -3.555 1.502 5.485  0.00
C 1.488 -3.319 5.501  0.00
H -2.101 0.033 0.248  0.00
H 2.046 -7.045 -2.134  0.00
H 0.897 -4.109 5.946  0.00
H -2.966 1.672 -2.702  0.00
H 4.698 -2.233 5.448  0.00
Se -0.385 0.612 -5.179  0.01
C -2.780 1.793 -0.559  0.00
C 1.301 -4.033 0.186  0.00
H 0.669 -7.294 -0.058  0.00
H 0.859 5.478 -0.300  0.00
Sb -0.140 -1.663 -4.373  0.00
S 0.682 -2.787 1.162  0.00
N 1.313 3.600 -0.397  0.00
N 1.501 2.538 0.328  0.01
N -2.072 1.030 0.478  0.00
C 1.378 1.730 4.110  0.00
N 0.916 3.367 -1.639  0.00
F 3.395 -4.158 6.596  0.00
H -3.947 -1.929 2.986  0.00
H -2.214 2.705 -0.788  0.00
H 3.687 -0.546 3.943  0.00
N 3.255 -0.858 0.039  -0.05
F 2.228 4.816 6.697  0.00
C 2.838 -3.235 5.767  0.00
Se 0.367 -1.241 -1.774  0.05
F -5.145 -0.348 4.645  0.00
H -4.062 -0.454 -2.896  0.00
H 1.241 0.516 5.883  0.00
C -1.983 -1.024 3.034  0.00
H 3.835 1.271 2.841  0.00
H 0.248 -5.393 1.229  0.00
H -4.524 -0.534 0.113  0.00
H -1.995 0.419 -1.997  0.00
C 1.422 1.507 5.486  0.00
H -5.048 0.638 -1.929  0.00
C 0.849 2.048 -1.657  0.00
H -1.171 1.717 4.841  0.00

Calculated values
HOMO energy (spin up / spin down): -1.655 / -1.653 eV
⟨S²⟩: 1.185
2S+1: 2
LUMO level (spin up / spin down): 3.52 / 3.53 eV
Kohn-Sham gap (spin up / spin down): 5.18 / 5.18 eV
charge: -2

***

The following is a quantum chemistry calculation of a molecular structure, C29H35CaF4N9OS2Se, from the OMol25 dataset.

Last column: Mulliken charge in e.
Geometry (Å):
H 2.624 -0.207 -1.834  0.30
C 0.877 -1.779 -2.887  -0.65
N -0.846 1.281 2.986  -0.16
C -2.931 -1.844 3.001  -0.55
H 1.976 7.327 7.563  0.38
Se 1.422 3.753 1.110  -0.35
H 0.229 6.587 5.963  0.41
C 4.024 5.848 5.287  -0.82
N 0.979 5.165 3.581  0.44
C 2.066 1.789 -2.388  -1.21
H 3.883 4.407 2.715  0.24
H 4.353 6.862 7.139  0.38
N -1.784 -0.392 1.594  0.26
H -4.777 -3.364 1.300  0.43
F 3.215 -3.597 0.301  -0.35
N 0.809 -0.307 -2.828  1.60
C -0.461 5.254 3.434  -0.71
H -3.503 -2.689 3.346  0.46
S -2.275 -0.693 4.098  -0.27
C -4.152 -3.037 0.487  -0.59
C 2.576 -0.252 2.587  -0.13
N -2.481 -1.949 -0.698  0.18
H -0.763 6.285 3.250  0.34
H 1.822 2.373 -3.275  0.38
H -0.374 1.365 3.871  0.27
C 1.968 -1.586 0.606  -0.16
C 0.627 -0.127 -5.373  -1.56
C 1.828 4.597 2.681  -0.29
H -2.593 -1.445 -3.184  0.13
H -0.749 4.634 2.590  -0.01
F 4.679 -3.151 2.463  -0.33
H -3.454 0.736 -3.242  0.32
H 0.557 -1.193 -5.591  0.31
H 5.070 5.643 5.100  0.40
C -2.301 1.958 -2.174  -1.21
F 0.953 0.493 1.032  0.00
C -2.163 2.716 -0.139  -0.10
H 0.027 1.315 -3.879  0.44
O -1.416 1.709 -0.849  0.50
N 1.143 -1.645 -0.453  -0.42
H 3.020 2.149 -2.002  0.45
C -3.106 2.957 -1.315  -0.71
C 2.998 -2.461 1.000  0.30
H 1.162 -3.457 -1.587  0.41
N 3.075 4.765 3.194  0.03
H -2.613 2.291 0.763  0.09
F 2.350 0.855 3.325  -0.27
C 1.275 6.382 5.779  -0.59
C 2.261 6.792 6.667  -0.65
H 1.436 -2.126 -3.764  0.38
H -0.962 -0.078 -3.912  -0.05
C 1.838 -0.465 1.454  0.25
H 1.669 0.173 -5.501  0.29
C 3.611 6.529 6.426  -0.44
H 2.763 0.101 -3.558  0.45
H 2.594 -2.471 -1.761  0.60
C 3.038 5.448 4.404  0.32
H -3.102 3.976 -1.701  0.29
C 3.559 -1.148 2.970  -0.81
C 0.082 0.235 -3.997  -0.59
C 1.694 5.707 4.646  0.70
C -3.099 -2.195 0.525  -0.39
C -3.123 -2.568 -1.649  0.09
C 3.746 -2.237 2.140  0.17
C 1.509 -2.418 -1.629  -1.58
H -0.311 1.660 2.211  -0.05
H -0.150 -2.144 -3.021  0.34
H 0.040 0.399 -6.128  0.47
H -3.737 0.517 -1.641  0.11
H -4.146 2.656 -1.128  0.24
C -1.546 0.135 2.771  0.08
S -4.434 -3.546 -1.128  -0.24
C 2.143 0.296 -2.672  -0.68
H 4.144 -1.010 3.867  0.51
C -2.613 -1.504 1.737  -0.11
H -0.944 4.891 4.342  0.34
N -2.993 0.675 -2.341  -0.08
Ca -0.636 -0.258 -0.766  2.09
H 1.302 2.004 -1.637  0.01
N -2.788 -2.423 -2.973  -0.36
H -1.521 3.551 0.146  0.05
H -3.425 -2.845 -3.629  0.26

Calculated values
HOMO energy: -5.806 eV
relative energy (zero: lowest compared OMol25 entry of this formula, charge and spin): 231.82 kJ/mol
LUMO level: 0.30 eV
Kohn-Sham gap: 6.10 eV

***

The following is a quantum chemistry calculation of a molecular structure, C29H35Cl2I2NO2P2STeV, from the OMol25 dataset.

Last column: Löwdin spin population.
Geometry (Å):
C -3.964 0.418 -3.870  0.00
C 3.454 -2.256 -2.275  0.00
I -0.042 3.124 2.590  0.01
H 2.863 5.213 -1.061  0.00
C -0.430 -0.865 5.679  0.00
H 1.578 3.453 0.292  0.00
O -1.279 0.975 -1.455  0.02
H 0.038 -4.201 0.431  0.00
O 1.341 0.832 0.178  0.05
H -0.978 -2.766 -3.208  0.00
C 3.903 1.344 0.205  0.00
H -2.180 -2.943 0.728  0.00
C 2.493 -2.291 -0.054  0.00
C -2.282 0.455 -2.081  0.00
H 0.137 -0.156 -3.931  0.00
H 3.355 -2.081 -3.340  0.00
P 0.736 -1.516 -2.063  0.03
C 3.224 4.191 -0.940  0.00
C -3.852 -3.138 -0.634  0.00
C 0.512 -3.801 1.329  0.00
V -0.389 -0.356 -0.128  2.71
H 5.532 -2.767 -2.424  0.00
C -2.712 -2.513 -0.109  0.03
H 4.140 0.283 0.104  0.00
H 3.891 2.850 1.801  0.00
C 1.088 -0.548 -3.567  0.00
C -0.018 -3.030 -2.759  0.00
H 5.781 -3.154 0.011  0.00
C -1.099 -2.084 5.695  0.00
C 1.750 -1.634 2.663  0.01
C 2.355 -2.074 -1.435  0.00
C -1.467 -0.298 3.578  0.01
H -0.957 -2.774 6.517  0.00
Cl -2.178 2.449 -3.880  0.00
C -2.157 -1.510 3.610  0.00
H 1.355 -4.437 1.597  0.00
H 3.914 4.202 -0.106  0.00
H 0.238 -0.602 6.491  0.00
H -0.200 -3.751 -1.962  0.00
H 3.861 -2.859 1.507  0.00
H 1.727 0.296 -3.317  0.00
C -3.986 -1.379 -2.264  0.00
H 3.756 3.917 -1.858  0.00
C 3.734 -2.688 0.445  0.00
H 1.264 3.407 -1.443  0.00
C -4.532 -0.734 -3.395  0.01
Cl -5.914 -1.408 -4.203  0.00
H 2.244 -0.668 2.582  0.00
H 2.446 -2.380 3.046  0.00
I 2.178 5.245 2.953  0.03
H -4.370 0.906 -4.746  0.00
C -4.479 -2.579 -1.712  0.02
H -2.857 -1.756 2.818  0.00
C -1.967 -2.402 4.661  0.00
H -5.352 -3.041 -2.154  0.00
S 2.367 1.496 -0.730  0.01
H -0.071 0.965 4.617  0.00
H -0.215 -3.817 2.144  0.00
H -4.211 -4.054 -0.186  0.00
H 2.803 1.499 2.067  0.00
H 4.655 1.900 -0.360  0.00
H 4.550 1.276 2.260  0.00
C 2.031 3.279 -0.678  0.00
C -0.607 0.022 4.624  0.00
N -2.229 -1.392 -0.595  0.01
H -2.511 -3.340 4.676  0.00
Te -1.739 0.942 1.884  -0.02
P 1.038 -2.069 1.047  0.04
C 3.783 1.774 1.665  0.00
H 0.620 -3.490 -3.515  0.00
C -2.853 -0.791 -1.644  0.01
H 0.923 -1.531 3.368  0.00
C 4.823 -2.856 -0.398  0.00
C -2.858 0.989 -3.235  0.01
H 1.553 -1.141 -4.356  0.00
C 4.684 -2.640 -1.762  0.00

Calculated values
HOMO energy (spin up / spin down): -6.928 / -7.019 eV
⟨S²⟩: 3.767
2S+1: 4
relative energy (zero: lowest compared OMol25 entry of this formula, charge and spin): 0.00 kJ/mol
LUMO level (spin up / spin down): -0.34 / -0.51 eV
Kohn-Sham gap (spin up / spin down): 6.59 / 6.50 eV

***

Max |F|: 4.31 2.01 3.43 1.42 1.27 0.72 (eV/A)